ORCA calculation (ωB97M-V with the def2-TZVPD basis set) on a molecular structure, C29H21Br2FeIN8O3.

Properties
- Relative energy (zero: lowest compared OMol25 entry of this formula, charge and spin): 0.00 kJ/mol
- Gap between HOMO and LUMO (spin up / spin down): 7.0 / 7.0 eV
- Lowest unoccupied orbital energy (spin up / spin down): -0.33 / -0.35 eV
- Spin multiplicity: 5
- Calculated total energy: -8491.01950 hartree

Each line ends with the Löwdin charge.
Cartesian coordinates (Å):
I1 0.119 -0.160 3.365  1.084
Br1 1.303 -4.487 -0.912  0.755
Br2 -3.774 -6.290 0.782  0.750
Fe1 -0.315 0.213 0.434  0.637
O1 5.615 2.086 -0.326  -0.062
O2 0.244 2.118 0.298  -0.179
O3 0.171 -1.795 0.051  -0.189
N1 1.942 0.029 0.810  0.020
N2 -2.360 1.655 0.059  0.091
N3 1.944 4.323 -1.920  0.110
N4 -1.336 -0.327 -3.737  0.043
N5 -4.275 3.461 -0.851  0.098
N6 -2.287 0.561 -3.384  0.138
N7 -0.918 0.111 -1.671  0.096
N8 -2.227 -1.204 0.989  0.061
C1 -0.653 -2.760 0.172  -0.430
C2 1.737 -1.352 2.787  -0.605
C3 3.830 -2.950 1.980  -0.077
C4 4.836 1.967 -1.516  -0.215
C5 -4.165 -3.159 1.444  -0.028
C6 -3.886 3.428 0.421  -0.102
C7 -3.685 2.603 -1.673  -0.066
C8 2.392 -1.051 1.598  -0.340
C9 2.479 1.960 -0.534  -0.072
C10 -1.322 -5.113 0.011  -0.177
C11 1.220 2.572 -0.425  -0.294
C12 -1.997 0.799 -2.126  -0.287
C13 3.441 -1.874 1.201  -0.029
C14 2.813 0.793 0.265  -0.034
C15 -0.392 -4.082 -0.172  -0.601
C16 3.456 2.552 -1.366  -0.171
C17 2.117 -2.422 3.575  -0.144
C18 -3.394 -0.899 1.501  -0.139
C19 -4.399 -1.848 1.750  -0.040
C20 -1.973 -2.504 0.699  -0.141
C21 -2.935 2.525 0.875  -0.110
C22 -2.920 -3.535 0.899  -0.189
C23 1.029 3.799 -1.143  -0.258
C24 -2.555 -4.854 0.538  -0.637
C25 3.172 -3.226 3.169  -0.082
C26 3.134 3.702 -2.039  -0.113
C27 -0.286 4.505 -1.003  -0.019
C28 -0.524 -0.594 -2.707  -0.091
C29 -2.720 1.710 -1.223  -0.194
H1 3.852 4.167 -2.705  0.107
H2 5.344 2.451 -2.356  0.115
H3 3.921 -1.683 0.251  0.118
H4 -3.570 0.143 1.737  0.089
H5 4.792 0.898 -1.730  0.121
H6 0.295 -1.293 -2.720  0.141
H7 -5.343 -1.532 2.170  0.106
H8 3.875 0.608 0.436  0.128
H9 -2.627 2.507 1.914  0.120
H10 -0.568 4.587 0.047  0.080
H11 -1.051 -6.123 -0.265  0.094
H12 -4.920 -3.914 1.618  0.079
H13 1.589 -2.633 4.495  0.093
H14 -3.971 2.621 -2.716  0.119
H15 -4.344 4.137 1.099  0.109
H16 4.637 -3.588 1.645  0.107
H17 -1.080 3.943 -1.502  0.066
H18 5.540 2.995 -0.016  0.095
H19 3.464 -4.073 3.775  0.105
H20 -1.317 -0.699 -4.671  0.161
H21 -0.217 5.492 -1.454  0.079

ORCA calculation (ωB97M-V with the def2-TZVPD basis set) on 2 unconnected molecules or ions with the total composition C2H12N4 in a non-equilibrium geometry.

Properties
- Relative energy (zero: lowest compared OMol25 entry of this formula, charge and spin): 130.93 kJ/mol
- Gap between HOMO and LUMO (spin up / spin down): 11.1 / 4.3 eV
- Lowest unoccupied orbital energy (spin up / spin down): -2.92 / -8.59 eV
- Spin multiplicity: 2
- Calculated total energy: -302.03995 hartree
- Total charge: +1

Each line ends with the Löwdin charge.
Cartesian coordinates (Å):
N1 -0.028 -0.501 -1.616  0.048
N2 2.032 -1.248 -0.738  0.061
N3 -0.012 1.156 1.767  0.176
N4 -1.951 -0.328 1.662  0.022
C1 1.331 -0.194 -1.287  -0.400
C2 -1.291 0.818 0.975  -0.241
H1 0.492 1.829 1.170  0.102
H2 1.695 0.178 -2.230  0.135
H3 0.434 0.259 2.089  0.140
H4 -1.947 1.681 1.002  0.130
H5 1.519 0.691 -0.584  0.131
H6 -2.873 -0.335 1.241  0.078
H7 -0.540 0.343 -2.048  0.138
H8 0.068 -1.171 -2.365  0.102
H9 1.494 -1.981 -0.313  0.093
H10 -1.003 0.614 -0.052  0.072
H11 2.725 -1.748 -1.313  0.118
H12 -2.146 -0.064 2.640  0.095

ORCA calculation (ωB97M-V with the def2-TZVPD basis set) on a single H2O4S3 molecule in a non-equilibrium geometry.

Properties
- Relative energy (zero: lowest compared OMol25 entry of this formula, charge and spin): 103.58 kJ/mol
- Gap between HOMO and LUMO: 8.1 eV
- SMILES: O=S(=O)(SO)SO
- Lowest unoccupied orbital energy: -1.20 eV
- Calculated total energy: -1496.60203 hartree

Each line ends with the Löwdin charge.
Cartesian coordinates (Å):
S1 -1.206 1.171 0.715  0.794
S2 0.040 -0.232 -0.334  0.290
S3 2.031 0.471 0.109  0.741
O1 1.132 1.873 -0.134  -0.674
O2 -0.135 0.143 -1.698  -0.377
O3 -2.302 0.009 0.693  -0.519
O4 -0.379 -1.525 0.142  -0.360
H1 -2.305 -0.416 -0.155  0.018
H2 1.595 2.578 0.410  0.087

ORCA calculation (ωB97M-V with the def2-TZVPD basis set) on 2 unconnected molecules or ions with the total composition HNO5S2 in a non-equilibrium geometry.

Properties
- Relative energy (zero: lowest compared OMol25 entry of this formula, charge and spin): 61.74 kJ/mol
- Gap between HOMO and LUMO (spin up / spin down): 5.0 / 7.2 eV
- Lowest unoccupied orbital energy (spin up / spin down): 6.45 / 6.47 eV
- Calculated total energy: -1227.81794 hartree
- Total charge: -2

Each line ends with the Löwdin charge.
Cartesian coordinates (Å):
S1 0.284 -1.003 0.756  0.615
S2 -1.890 1.230 -0.176  0.545
O1 -2.235 2.705 -0.443  -0.737
O2 1.897 0.213 -0.854  -0.288
O3 1.289 -1.931 -0.024  -0.569
O4 0.401 -1.203 2.223  -0.582
O5 -2.725 0.327 -1.093  -0.719
N1 1.061 0.542 0.251  -0.257
H1 1.918 -0.882 -0.640  -0.008

ORCA calculation (ωB97M-V with the def2-TZVPD basis set) on 2 unconnected molecules or ions with the total composition C25H20NO in a non-equilibrium geometry.

Properties
- Gap between HOMO and LUMO: 6.6 eV
- Lowest unoccupied orbital energy: -4.54 eV
- Calculated total energy: -1094.42507 hartree
- Total charge: +1

Each line ends with the Löwdin charge.
Cartesian coordinates (Å):
O1 -0.227 3.401 1.042  0.108
N1 -1.604 1.279 -3.147  0.061
C1 4.423 3.649 0.014  -0.052
C2 -2.115 0.247 -2.493  -0.108
C3 -3.484 3.377 -0.682  0.017
C4 2.027 3.501 0.487  -0.139
C5 -4.312 3.506 0.423  -0.044
C6 -2.236 -1.120 -4.469  -0.188
C7 -1.016 1.080 -7.277  -0.064
C8 3.658 3.465 2.304  -0.051
C9 4.711 3.538 1.381  -0.044
C10 -1.583 3.267 0.811  -0.136
C11 -1.421 1.212 -4.494  -0.198
C12 -2.402 3.414 1.926  0.028
C13 -0.732 2.271 -6.589  -0.064
C14 -0.940 2.337 -5.215  -0.015
C15 -2.564 -2.444 -5.123  -0.024
C16 2.335 3.479 1.871  0.005
C17 -1.504 -0.031 -6.602  -0.010
C18 -1.139 3.166 -1.547  0.029
C19 0.666 3.358 0.018  -0.118
C20 -2.430 -0.977 -3.107  -0.014
C21 -2.077 3.230 -0.507  -0.138
C22 3.098 3.650 -0.427  -0.003
C23 0.218 3.263 -1.292  0.050
C24 -3.775 3.504 1.724  -0.024
C25 -1.728 -0.011 -5.203  -0.098
H1 -2.826 -1.784 -2.492  0.121
H2 -0.846 1.032 -8.351  0.111
H3 -0.349 3.148 -7.110  0.111
H4 1.538 3.438 2.607  0.119
H5 5.747 3.509 1.727  0.118
H6 -1.963 -3.248 -4.679  0.097
H7 -1.943 3.477 2.913  0.136
H8 5.238 3.717 -0.714  0.118
H9 3.869 3.384 3.371  0.117
H10 -0.745 3.249 -4.648  0.102
H11 -1.716 -0.940 -7.160  0.103
H12 -3.618 -2.705 -4.966  0.097
H13 0.933 3.262 -2.112  0.128
H14 -3.867 3.432 -1.704  0.133
H15 2.857 3.745 -1.488  0.112
H16 -5.390 3.630 0.287  0.121
H17 -2.378 -2.447 -6.195  0.061
H18 -4.433 3.572 2.591  0.123
H19 -1.500 3.232 -2.569  0.098
H20 -2.293 0.378 -1.426  0.110

ORCA calculation (ωB97M-V with the def2-TZVPD basis set) on a molecular structure, C19H27Cl2N2O2SScSe2.

Properties
- Relative energy (zero: lowest compared OMol25 entry of this formula, charge and spin): 42.15 kJ/mol
- Gap between HOMO and LUMO: 7.8 eV
- Lowest unoccupied orbital energy: -0.04 eV
- Calculated total energy: -7882.41331 hartree

Each line ends with the Löwdin charge.
Cartesian coordinates (Å):
Se1 -1.943 -2.631 0.481  0.588
Se2 1.378 -1.361 2.115  0.606
Sc1 0.013 -1.017 -0.013  0.316
Cl1 0.627 2.643 -6.036  0.509
Cl2 -0.708 2.639 -3.418  0.604
S1 -0.779 -1.524 -2.609  0.702
O1 -3.245 -0.619 2.795  -0.085
O2 -3.276 -2.580 4.814  -0.055
N1 1.259 -2.593 -1.342  -0.136
N2 1.800 -1.415 -3.266  -0.009
C1 0.861 -1.876 -2.464  -0.853
C2 2.651 -2.948 -1.074  -0.070
C3 -0.213 4.237 0.294  -0.031
C4 -1.727 -3.104 2.391  -0.494
C5 1.546 -0.396 -4.277  -0.093
C6 -1.869 -2.457 4.777  -0.224
C7 0.210 -1.963 3.591  -0.524
C8 -1.308 -2.027 3.402  -0.574
C9 -1.133 1.630 0.117  -0.098
C10 0.200 1.899 -0.297  -0.256
C11 1.045 0.835 -0.762  -0.212
C12 0.650 3.239 -0.220  -0.195
C13 -1.476 3.928 0.717  -0.074
C14 -1.950 2.604 0.621  -0.063
C15 2.302 1.202 -1.182  -0.141
C16 2.753 2.544 -1.169  -0.083
C17 -1.852 -0.635 3.080  -0.245
C18 1.953 3.538 -0.685  -0.047
C19 -0.351 3.566 -4.875  -0.989
H1 3.060 -3.607 -1.844  0.098
H2 -1.291 -0.181 2.257  0.051
H3 -2.122 4.700 1.114  0.103
H4 -1.600 0.647 -0.017  0.071
H5 3.751 2.779 -1.519  0.100
H6 -1.704 0.019 3.943  0.143
H7 2.304 4.562 -0.646  0.110
H8 -2.696 -3.502 2.681  0.058
H9 0.148 5.258 0.347  0.112
H10 -2.957 2.361 0.933  0.112
H11 0.446 -1.277 4.405  0.061
H12 2.761 -1.637 -3.061  0.127
H13 -1.282 3.828 -5.361  0.024
H14 0.841 -0.764 -5.020  0.083
H15 0.212 4.448 -4.593  0.026
H16 2.490 -0.155 -4.758  0.093
H17 -3.648 -1.847 4.302  0.071
H18 3.008 0.445 -1.519  0.075
H19 3.261 -2.049 -0.985  0.089
H20 -1.524 -1.738 5.532  0.126
H21 0.574 -3.304 -1.082  0.095
H22 -1.461 -3.436 5.044  0.131
H23 -3.363 -1.081 1.948  0.029
H24 -1.009 -3.922 2.428  0.065
H25 1.129 0.493 -3.805  0.027
H26 0.569 -2.950 3.881  0.062
H27 2.684 -3.450 -0.110  0.081

ORCA calculation (ωB97M-V with the def2-TZVPD basis set) on a gas-phase ion, C7H11INO2 (charge +1) in a non-equilibrium geometry.

Properties
- Relative energy (zero: lowest compared OMol25 entry of this formula, charge and spin): 267.76 kJ/mol
- Gap between HOMO and LUMO: 7.0 eV
- Lowest unoccupied orbital energy: -4.79 eV
- Calculated total energy: -775.85801 hartree
- Total charge: +1

Each line ends with the Löwdin charge.
Cartesian coordinates (Å):
I1 -0.415 -1.829 -0.329  1.256
O1 2.592 -1.328 0.543  0.205
O2 2.018 -3.549 0.336  -0.047
N1 -1.026 3.110 -0.080  -0.054
C1 -2.008 2.359 0.749  -0.146
C2 -0.587 0.431 -0.127  -0.392
C3 2.015 -2.313 0.341  -0.593
C4 -1.437 1.035 -1.173  -0.248
C5 -0.984 2.529 -1.381  -0.185
C6 3.172 -4.298 0.956  0.083
C7 -1.976 0.963 0.202  -0.242
H1 -1.186 4.103 -0.165  0.120
H2 -1.839 0.459 -2.002  0.139
H3 2.606 -5.098 1.592  0.150
H4 -1.671 2.201 1.741  0.102
H5 0.406 0.679 0.150  0.076
H6 3.939 -3.504 1.272  0.138
H7 -2.987 2.980 0.685  0.160
H8 -2.786 0.384 0.498  0.125
H9 -1.551 2.871 -2.214  0.101
H10 3.628 -4.907 0.116  0.119
H11 0.076 2.725 -1.709  0.134